Computed, not measured: a gas-phase ion, C2H6ClN2O (charge +1) in a non-equilibrium geometry, with ωB97M-V/def2-TZVPD.

Structure (XYZ):
```
12
Properties=species:S:1:pos:R:3
C 0.42 -0.29 -0.01
C -0.97 0.47 0.51
N 0.52 -1.57 -0.20
N 1.36 0.57 -0.19
O -1.14 1.63 -0.15
Cl -2.26 -0.75 0.22
H -0.96 0.55 1.68
H -0.48 -1.78 -0.16
H 1.22 -2.16 -0.60
H 1.23 1.48 0.30
H 2.37 0.40 -0.37
H -1.32 1.45 -1.04
```

* spin multiplicity: 3
* gap between HOMO and LUMO (alpha / beta): 7.389 / 6.163 eV
* net charge: +1

Results of the Mulliken charge analysis, in e, for atoms 1 through 8:
1 C 0.0387
2 C -0.0050
3 N -0.0519
4 N -0.1712
5 O -0.4197
6 Cl -0.2068
7 H 0.3973
8 H 0.1702